1.
This record from OMol25 describes C4H4N4O as an isolated structure in a non-equilibrium geometry. The level of theory is ωB97M-V/def2-TZVPD.

XYZ file:
```
13
C4H4N4O, DFT ωB97M-V/def2-TZVPD
C 1.42 0.74 1.28
C -0.51 2.46 -0.96
C 0.14 -1.00 0.23
C 0.17 0.33 0.88
N 2.44 0.96 1.74
N 0.37 -0.89 -1.24
N 0.13 0.21 -1.66
N 0.00 1.21 -0.84
O -0.87 3.05 0.02
H -0.82 2.87 -1.97
H 0.96 -1.62 0.46
H -0.89 -1.60 0.48
H -0.71 0.80 1.40
```

Computed properties:
- LUMO: -0.49 eV
- ΔE to the lowest compared entry with this formula, charge and spin: 393.2 kJ/mol
- Kohn-Sham gap: 9.657 eV
- HOMO: -10.14 eV

Mulliken charges in e:
1. C 0.29
2. C 0.07
3. C -0.53
4. C 0.02
5. N -0.40
6. N -0.37
7. N -0.29
8. N 0.33
9. O -0.49
10. H 0.38
11. H 0.34
12. H 0.28
13. H 0.37

=====

2.
This record from OMol25 describes a 3-piece molecular cluster, C4H12NO2 overall in a non-equilibrium geometry. The level of theory is ωB97M-V/def2-TZVPD.

XYZ file:
```
19
C4H12NO2, DFT ωB97M-V/def2-TZVPD
C 1.67 -1.60 -0.99
C 1.03 -0.35 -0.57
C 1.82 0.80 -0.35
C -1.25 0.24 0.02
N -0.16 -0.46 0.18
H 1.00 -2.45 -0.85
H 1.95 -1.55 -2.05
H 2.54 -1.75 -0.34
H 1.53 1.79 0.01
H 2.78 0.83 -0.87
H -1.40 0.93 -0.81
H -1.99 0.25 0.82
H -0.28 -1.29 0.81
H -3.17 3.34 -1.12
H -1.95 3.04 -1.97
O -2.54 2.63 -1.32
H -0.54 -1.98 3.17
H 0.99 -1.84 2.88
O 0.12 -1.52 2.63
```

Computed properties:
- Spin multiplicity: 2
- LUMO (spin up / spin down): -10.54 / -13.53 eV
- ΔE to the lowest compared entry with this formula, charge and spin: 145.5 kJ/mol
- Charge: +2
- Kohn-Sham gap (spin up / spin down): 7.827 / 4.825 eV
- HOMO (spin up / spin down): -18.37 / -18.35 eV
- Expectation value of S²: 0.75

Mulliken charges in e:
1. C -1.12
2. C 0.68
3. C -0.56
4. C -0.06
5. N 0.12
6. H 0.38
7. H 0.40
8. H 0.41
9. H 0.37
10. H 0.32
11. H 0.31
12. H 0.32
13. H 0.42
14. H 0.33
15. H 0.33
16. O -0.65
17. H 0.34
18. H 0.33
19. O -0.66

=====

3.
This record from OMol25 describes C20H45N2OP3SSc as an isolated structure in a non-equilibrium geometry. The level of theory is ωB97M-V/def2-TZVPD.

XYZ file:
```
73
C20H45N2OP3SSc, DFT ωB97M-V/def2-TZVPD
Sc -0.18 -0.31 -0.26
P 0.16 -2.68 -1.22
P 2.35 -0.29 0.74
P -2.77 -0.09 -0.67
H 2.09 4.50 -0.32
C 1.02 4.54 -0.22
C 0.41 4.64 1.04
H 0.98 4.49 1.95
C 1.08 -2.81 -2.76
C 1.01 -3.79 -0.06
C -1.41 -3.45 -1.50
C 2.63 1.37 1.46
C 2.96 -1.39 2.04
C 3.67 -0.38 -0.49
C -3.14 1.58 -0.03
C -4.04 -1.10 0.14
C -3.37 0.02 -2.39
H 0.42 4.63 -1.12
H -0.68 4.54 1.11
H 1.18 -3.87 -2.92
H 2.05 -2.32 -2.64
H 0.51 -2.33 -3.54
H 0.88 -4.80 -0.50
H 0.55 -3.78 0.94
H 2.08 -3.57 0.02
H -1.18 -4.46 -1.83
H -1.98 -2.94 -2.28
H -2.02 -3.51 -0.60
H 3.71 1.57 1.50
H 2.22 1.43 2.48
H 2.15 2.15 0.86
H 4.02 -1.20 2.21
H 2.84 -2.43 1.75
H 2.43 -1.24 2.97
H 4.64 -0.24 0.00
H 3.55 0.39 -1.25
H 3.67 -1.36 -0.99
H -4.11 1.91 -0.43
H -2.36 2.30 -0.33
H -3.19 1.55 1.06
H -5.03 -0.76 -0.16
H -3.93 -1.02 1.22
H -3.91 -2.15 -0.14
H -4.32 0.57 -2.39
H -3.52 -0.99 -2.79
H -2.65 0.54 -3.02
C 0.25 1.11 -2.99
C 0.71 0.36 -4.11
C 0.28 0.81 -5.38
C -0.47 1.97 -5.53
C -0.82 2.73 -4.39
C -0.40 2.31 -3.14
O 0.35 0.78 -1.63
H 0.33 -1.34 -1.36
H 1.37 -0.49 -3.96
H 0.62 0.26 -6.26
H -0.82 2.28 -6.51
H -1.36 3.67 -4.47
H -0.60 2.86 -2.20
C 0.55 1.47 4.63
N -0.34 0.79 3.68
C -0.43 -0.55 3.53
S -1.01 -1.27 2.00
N -0.05 -1.35 4.56
C -0.26 -1.00 5.98
H 1.47 0.90 4.83
H 0.02 1.65 5.57
H 0.83 2.44 4.21
H -0.63 1.29 2.88
H -0.13 -2.31 4.36
H -0.56 -1.92 6.51
H 0.68 -0.63 6.42
H -1.03 -0.25 6.12
```

Computed properties:
- LUMO: -10.74 eV
- ΔE to the lowest compared entry with this formula, charge and spin: 274.1 kJ/mol
- Charge: +3
- Kohn-Sham gap: 5.605 eV
- HOMO: -16.35 eV

Mulliken charges in e:
1. Sc -2.16
2. P 1.47
3. P 1.03
4. P 1.07
5. H 0.38
6. C -0.60
7. C -0.58
8. H 0.33
9. C -1.35
10. C -1.22
11. C -1.12
12. C -0.84
13. C -1.13
14. C -1.31
15. C -1.21
16. C -1.24
17. C -1.20
18. H 0.28
19. H 0.27
20. H 0.57
21. H 0.36
22. H 0.48
23. H 0.55
24. H 0.36
25. H 0.37
26. H 0.56
27. H 0.36
28. H 0.29
29. H 0.54
30. H 0.18
31. H 0.03
32. H 0.48
33. H 0.26
34. H 0.24
35. H 0.51
36. H 0.37
37. H 0.33
38. H 0.50
39. H 0.25
40. H 0.34
41. H 0.43
42. H 0.41
43. H 0.35
44. H 0.52
45. H 0.37
46. H 0.25
47. C 0.50
48. C -0.85
49. C -0.75
50. C -0.71
51. C -0.65
52. C 0.09
53. O 0.42
54. H 0.95
55. H 0.86
56. H 0.43
57. H 0.44
58. H 0.46
59. H 0.10
60. C -1.20
61. N 0.01
62. C 0.38
63. S -0.25
64. N -0.08
65. C -1.03
66. H 0.43
67. H 0.37
68. H 0.34
69. H 0.22
70. H 0.32
71. H 0.36
72. H 0.34
73. H 0.36

=====

4.
This record from OMol25 describes a 2-piece molecular cluster, C4H6IO3 overall in a non-equilibrium geometry. The level of theory is ωB97M-V/def2-TZVPD.

XYZ file:
```
14
C4H6IO3, DFT ωB97M-V/def2-TZVPD
C 1.22 1.65 -0.74
C -0.67 -1.91 -0.49
C -0.26 -0.47 -0.74
C 0.93 0.12 -0.50
O 0.22 2.35 -0.58
O 2.34 2.00 -1.08
O -0.95 1.00 2.08
I 2.64 -1.01 -0.07
H 0.18 -2.70 -0.68
H -1.54 -2.13 -0.97
H -0.78 -2.03 0.57
H -0.92 1.68 1.36
H -1.15 0.04 -0.99
H -1.27 1.42 2.84
```

Computed properties:
- Spin multiplicity: 3
- LUMO (spin up / spin down): 2.95 / 1.72 eV
- Charge: -1
- Kohn-Sham gap (spin up / spin down): 4.337 / 6.226 eV
- HOMO (spin up / spin down): -1.38 / -4.50 eV
- Expectation value of S²: 2.01

Mulliken charges in e:
1. C 0.60
2. C -1.13
3. C -0.21
4. C -0.12
5. O -0.72
6. O -0.71
7. O -0.62
8. I -0.01
9. H 0.24
10. H 0.38
11. H 0.29
12. H 0.35
13. H 0.42
14. H 0.26